This record from the OMol25 dataset describes C19H18ClN3O3S as an isolated structure at a distorted geometry. The level of theory is ωB97M-V/def2-TZVPD.

CARTESIAN COORDINATES (ANGSTROEM)
H: -1.412 2.468 -1.854
N: -0.166 -1.432 -0.716
C: -2.711 -1.901 -0.734
H: -3.301 -2.666 -0.977
C: 2.443 -0.433 -0.449
N: -1.922 1.343 -0.324
C: 0.215 4.588 1.347
O: -2.510 -0.604 1.754
C: -0.848 1.991 -1.103
C: 0.836 -2.207 -0.357
S: -3.539 -1.166 0.652
H: 2.259 5.117 1.514
Cl: 6.507 -0.182 -0.115
H: -0.277 1.042 -1.398
H: -2.429 -4.902 0.022
H: -5.211 0.177 -0.341
H: -2.587 -0.993 -1.666
C: -1.500 -4.551 0.770
C: -1.132 -2.131 -0.498
C: 1.525 4.439 1.021
H: 3.100 3.432 0.343
H: -1.779 0.642 0.546
H: 4.105 1.076 -1.058
H: -0.888 -5.503 0.842
N: 1.296 2.662 -0.359
H: 5.307 -2.909 0.483
H: 2.823 -3.356 0.471
H: 1.698 0.352 -0.808
C: -0.130 2.744 -0.151
C: -3.261 1.163 -0.719
C: -0.658 3.567 0.588
H: -4.405 0.927 1.002
C: -4.198 0.496 0.052
O: 0.522 -3.392 0.381
C: 2.134 -1.677 -0.142
H: -2.118 -4.273 1.577
C: 3.831 0.120 -0.726
C: 4.782 -0.752 -0.263
C: -0.697 -3.359 0.168
H: -0.197 5.471 2.049
C: 4.549 -2.103 0.249
C: 2.051 3.632 0.204
O: -3.498 1.641 -2.258
H: -1.742 3.663 0.719
C: 3.132 -2.260 0.263

Highest occupied orbital energy ... -8.18 eV
Kohn-Sham gap ... 7.81 eV
Relative energy (zero: lowest compared OMol25 entry of this formula, charge and spin) ... 335.5 kcal per mole
Strongest force on any atom ... 16.6 eV Å⁻¹
E_LUMO ... -0.0138 hartree